C3H3N3O | wB97M-V/def2-TZVPD

**Kohn-Sham gap**: 9.74 eV
**E_HOMO**: -10.1 eV
**Total energy**: -9673.0649 eV
**LUMO level**: -0.34 eV
**Energy relative to the best compared isomer or geometry (same formula, charge and spin)**: 4.389 eV

ORCA input file:
```
! RIJCOSX wB97M-V def2-TZVPD def2/J DEFGRID3
* xyz 0 1
N -0.94 -0.87 -0.70
C -0.11 0.15 -1.00
N -0.51 -1.70 0.30
N 0.62 -1.29 0.70
O -0.80 1.26 1.27
C 0.06 1.28 0.45
C 0.92 -0.14 -0.05
H -1.85 -1.08 -1.07
H 0.69 2.15 0.20
H 1.94 0.24 -0.11
*
```

Atom charges from the Löwdin analysis, given in e for atoms 1 to 4:
1 N -0.007
2 C -0.069
3 N 0.043
4 N 0.044

---

C23H49NO13P2S2 | wB97M-V/def2-TZVPD

**Kohn-Sham gap**: 6.49 eV
**SMILES string**: O=C(OCCO)OCCCSC(=S)N1CCOCC1.CCOP(=O)(OCC)OCC.CCOP(=O)(OCC)OCC
**E_HOMO**: -8.3 eV
**Total energy**: -92989.9788 eV
**LUMO level**: -1.84 eV

ORCA input file:
```
! RIJCOSX wB97M-V def2-TZVPD def2/J DEFGRID3
* xyz 0 1
O 5.51 -6.56 0.24
C 4.66 -5.58 -0.16
O 5.17 -4.45 -1.00
C 5.04 -3.16 -0.27
C 6.23 -2.08 -0.62
O 6.55 -1.25 0.57
O 3.28 -5.70 0.33
C 2.44 -6.51 -0.57
C 1.07 -5.65 -0.98
C -0.21 -5.94 -0.01
S -0.48 -4.70 1.37
C 0.35 -3.05 1.01
S 1.97 -2.89 1.53
N -0.49 -2.00 0.32
C 0.21 -0.66 0.19
C 1.19 -0.74 -1.12
O 0.50 -0.92 -2.41
C -0.86 -1.46 -2.26
C -1.07 -2.47 -0.99
H 4.01 -2.66 -0.57
H 5.02 -3.28 0.90
H 5.90 -1.33 -1.46
H 7.19 -2.64 -1.00
H 5.68 -0.77 0.78
H 2.09 -7.49 -0.03
H 3.02 -6.84 -1.56
H 1.35 -4.52 -1.13
H 0.77 -6.06 -2.06
H -1.20 -5.94 -0.67
H -0.08 -7.05 0.40
H -0.64 0.15 0.01
H 0.75 -0.30 1.19
H 1.81 0.28 -1.13
H 2.01 -1.60 -1.06
H -1.62 -0.56 -2.12
H -1.15 -2.00 -3.28
H -0.74 -3.54 -1.33
H -2.25 -2.54 -0.81
C 3.87 6.26 2.21
C 2.68 5.61 1.54
O 2.71 5.79 0.14
P 3.84 4.95 -0.74
O 3.18 3.57 -0.53
O 3.17 5.22 -2.24
C 2.74 4.14 -3.05
C 1.27 3.83 -2.81
O 4.58 6.50 -0.99
C 5.96 6.59 -0.69
C 6.78 5.48 -1.32
H 4.78 5.70 1.99
H 3.74 6.29 3.30
H 4.02 7.28 1.85
H 2.62 4.55 1.79
H 1.76 6.08 1.90
H 3.37 3.26 -2.89
H 2.88 4.43 -4.10
H 1.04 3.71 -1.75
H 0.98 2.92 -3.34
H 0.65 4.67 -3.17
H 6.10 6.60 0.39
H 6.31 7.56 -1.07
H 6.52 4.51 -0.90
H 7.85 5.65 -1.15
H 6.60 5.43 -2.40
C -6.24 2.39 0.41
C -5.12 1.47 0.83
O -5.56 0.51 1.78
P -6.57 -0.70 1.28
O -5.49 -1.43 0.45
O -6.42 -1.66 2.63
C -5.91 -2.98 2.53
C -4.40 -2.99 2.76
O -7.78 0.12 2.20
C -9.00 0.40 1.54
C -9.57 -0.81 0.82
H -6.96 1.86 -0.22
H -5.85 3.24 -0.17
H -6.78 2.78 1.28
H -4.67 0.97 -0.03
H -4.33 2.05 1.31
H -6.17 -3.43 1.57
H -6.39 -3.58 3.30
H -3.88 -2.26 2.13
H -3.99 -3.98 2.57
H -4.18 -2.71 3.80
H -8.85 1.23 0.84
H -9.71 0.74 2.30
H -8.93 -1.12 -0.01
H -10.56 -0.57 0.41
H -9.67 -1.66 1.50
*
```

Atom charges from the Löwdin analysis, given in e for atoms 1 to 4:
1 O 0.019
2 C -0.250
3 O -0.068
4 C -0.160

---

C28H51BrN3O2P | wB97M-V/def2-TZVPD

**Kohn-Sham gap**: 5.74 eV
**E_HOMO**: -6.3 eV
**Total energy**: -117757.6146 eV
**LUMO level**: -0.57 eV

ORCA input file:
```
! RIJCOSX wB97M-V def2-TZVPD def2/J DEFGRID3
* xyz 0 1
C 6.15 -4.51 -1.10
C 4.71 -4.35 -1.62
P 3.52 -4.06 -0.23
C 3.14 -5.80 0.27
C 1.93 -3.33 -0.93
C 1.81 -3.53 -2.46
C 0.78 -2.63 -3.17
C 1.38 -1.58 -4.11
C 0.84 -1.68 -5.55
N 1.69 -2.46 -6.46
C 0.73 -4.05 -0.25
O 0.85 -4.25 0.98
O -0.23 -4.35 -0.97
N 1.88 -1.86 -0.66
C 3.10 -1.17 -1.03
C 2.90 0.28 -1.41
C 4.04 1.04 -1.71
C 3.95 2.38 -2.10
C 2.69 2.98 -2.20
C 1.55 2.23 -1.90
C 1.65 0.89 -1.50
C 1.50 -1.55 0.72
C 0.00 -1.20 0.83
C -0.80 -2.10 1.76
Br -0.22 0.66 1.52
H 6.33 -5.57 -0.91
H 6.85 -4.23 -1.88
H 6.32 -3.98 -0.17
H 4.44 -5.29 -2.11
H 4.68 -3.60 -2.40
H 2.36 -6.23 -0.34
H 2.88 -5.81 1.31
H 4.06 -6.36 0.11
H 1.56 -4.57 -2.64
H 2.77 -3.34 -2.95
H 0.20 -3.31 -3.79
H 0.08 -2.20 -2.46
H 2.46 -1.69 -4.19
H 1.18 -0.56 -3.78
H -0.15 -2.14 -5.55
H 0.71 -0.68 -5.96
H 1.28 -3.36 -6.66
H 2.61 -2.60 -6.08
H 3.82 -1.18 -0.20
H 3.58 -1.65 -1.87
H 5.02 0.60 -1.63
H 4.85 2.91 -2.34
H 2.60 4.00 -2.52
H 0.59 2.71 -1.99
H 0.77 0.30 -1.30
H 1.75 -2.33 1.43
H 2.05 -0.66 1.03
H -0.42 -1.26 -0.16
H -1.06 -3.02 1.25
H -1.73 -1.61 2.03
H -0.25 -2.36 2.66
C -5.12 5.96 4.56
C -4.68 6.22 3.12
C -5.28 5.24 2.11
C -5.11 3.74 2.31
N -3.71 3.18 2.21
C -2.86 3.45 3.43
C -3.27 2.40 4.43
C -3.39 1.15 3.56
C -3.81 1.65 2.18
C -3.03 3.65 0.97
H -4.94 4.93 4.88
H -4.58 6.61 5.25
H -6.18 6.16 4.69
H -3.59 6.23 3.05
H -5.00 7.22 2.84
H -4.94 5.52 1.11
H -6.36 5.40 2.09
H -5.67 3.24 1.52
H -5.52 3.41 3.26
H -1.83 3.30 3.12
H -2.99 4.47 3.76
H -4.23 2.64 4.90
H -2.54 2.29 5.23
H -4.09 0.42 3.97
H -2.43 0.67 3.45
H -4.83 1.37 1.92
H -3.13 1.29 1.41
H -2.86 4.72 1.04
H -3.67 3.42 0.11
H -2.08 3.13 0.88
*
```

Atom charges from the Löwdin analysis, given in e for atoms 1 to 4:
1 C -0.178
2 C -0.443
3 P 1.018
4 C -0.271

---

C2H33CdO15 | wB97M-V/def2-TZVPD

**Kohn-Sham gap**: 7.33 eV
**E_HOMO**: -12.9 eV
**Total energy**: -37880.9269 eV
**LUMO level**: -5.53 eV

ORCA input file:
```
! RIJCOSX wB97M-V def2-TZVPD def2/J DEFGRID3
* xyz 1 1
Cd -2.62 0.53 1.47
C 0.52 -0.65 -0.43
C 0.39 -0.86 1.06
O -0.46 0.20 1.50
H -0.45 -0.40 -0.90
H 1.14 -1.36 -0.92
H 1.07 0.24 -0.67
H 1.31 -0.74 1.57
H -0.14 -1.76 1.38
O 2.92 1.35 3.38
H 3.67 1.71 2.96
H 2.18 1.61 2.88
O 1.32 2.60 -1.66
H 1.40 3.37 -1.10
H 2.07 2.06 -1.31
O -1.32 -1.95 -3.38
H -1.36 -2.21 -4.28
H -1.36 -1.01 -3.31
O 0.45 -0.44 4.11
H 0.43 -0.37 3.14
H 1.23 -0.01 4.43
O -3.13 -0.87 -0.35
H -4.05 -1.01 -0.57
H -2.60 -1.66 -0.45
O 3.39 0.18 -2.71
H 2.85 -0.50 -3.07
H 3.61 0.86 -3.34
O 1.18 -1.19 -3.90
H 1.18 -1.64 -4.77
H 0.41 -1.50 -3.41
O -1.77 0.72 -3.10
H -1.12 1.27 -3.61
H -1.84 1.15 -2.25
O 3.46 1.29 -0.29
H 2.72 0.95 0.21
H 3.50 0.72 -1.05
O -2.17 0.35 3.97
H -2.49 0.91 4.68
H -1.28 0.07 4.24
O -2.69 -1.76 2.17
H -2.83 -1.95 3.10
H -3.01 -2.58 1.79
O 0.81 2.37 2.11
H 0.33 1.59 1.75
H 0.52 2.53 3.01
O -1.72 1.81 -0.71
H -1.59 2.77 -0.64
H -0.80 1.57 -0.74
O -1.41 -2.92 -0.53
H -1.18 -2.88 -1.48
H -0.69 -2.59 0.00
*
```

Atom charges from the Löwdin analysis, given in e for atoms 1 to 4:
1 Cd 1.542
2 C -0.078
3 C -0.316
4 O -0.469

---

C9H12Si | wB97M-V/def2-TZVPD

**Kohn-Sham gap (alpha / beta)**: 7.86 / 6.40 eV
**E_HOMO (alpha / beta)**: -8.1 / -6.7 eV
**Total energy**: -17399.5768 eV
**LUMO level (alpha / beta)**: -0.27 / -0.26 eV
**Energy relative to the best compared isomer or geometry (same formula, charge and spin)**: 5.154 eV

ORCA input file:
```
! RIJCOSX wB97M-V def2-TZVPD def2/J DEFGRID3
* xyz 0 1
C -2.88 0.28 -1.34
C -1.99 0.91 -2.21
C -2.44 -0.40 -0.22
C -0.69 1.04 -1.90
C -1.12 -0.64 -0.13
C -0.17 0.04 -0.96
C 0.96 0.79 3.33
C 1.13 1.49 2.22
C 2.39 -1.85 -0.28
Si 1.68 -0.09 -0.61
H -3.91 0.33 -1.50
H -2.43 1.21 -3.08
H -3.15 -0.79 0.55
H 0.12 1.36 -2.62
H -0.69 -1.35 0.65
H 0.73 1.23 4.29
H 1.15 -0.32 3.30
H 0.76 2.51 2.13
H 2.53 -1.99 0.82
H 1.80 -2.75 -0.63
H 3.46 -1.91 -0.66
H 2.75 0.88 -1.14
*
```

Atom charges from the Löwdin analysis, given in e for atoms 1 to 4:
1 C -0.076
2 C -0.113
3 C -0.108
4 C -0.104

---

C5H13NO | wB97M-V/def2-TZVPD

**Kohn-Sham gap**: 9.41 eV
**SMILES string**: C=CC[C@H](C)N.O
**E_HOMO**: -8.9 eV
**Total energy**: -8931.3590 eV
**LUMO level**: 0.55 eV
**Energy relative to the best compared isomer or geometry (same formula, charge and spin)**: 2.652 eV

ORCA input file:
```
! RIJCOSX wB97M-V def2-TZVPD def2/J DEFGRID3
* xyz 0 1
C -1.38 -2.54 1.28
C -0.79 -1.32 1.16
C -0.89 -0.62 -0.18
C -0.57 0.87 -0.07
C -1.64 1.76 0.47
N 0.04 1.48 -1.25
H -0.69 -3.32 1.61
H -2.32 -2.84 0.81
H 0.19 -1.21 1.64
H -1.89 -0.64 -0.64
H -0.28 -1.12 -0.95
H 0.26 0.87 0.69
H -1.39 2.82 0.46
H -1.93 1.33 1.46
H -2.50 1.89 -0.22
H -0.53 1.42 -2.10
H 1.00 1.14 -1.43
O 5.16 0.07 -1.30
H 4.45 -0.42 -0.87
H 5.69 0.37 -0.56
*
```

Atom charges from the Löwdin analysis, given in e for atoms 1 to 4:
1 C -0.003
2 C -0.169
3 C -0.201
4 C -0.519

---

C33H31BiN9O3S3Sb | wB97M-V/def2-TZVPD

**Kohn-Sham gap (alpha / beta)**: 5.11 / 3.13 eV
**E_HOMO (alpha / beta)**: -3.4 / -3.4 eV
**Total energy**: -99164.6146 eV
**LUMO level (alpha / beta)**: 1.66 / -0.32 eV
**Energy relative to the best compared isomer or geometry (same formula, charge and spin)**: 0.968 eV
**Expectation value of S²**: 0.76

ORCA input file:
```
! RIJCOSX wB97M-V def2-TZVPD def2/J DEFGRID3
* xyz -1 2
Bi -0.62 1.62 -2.42
C 3.39 -3.11 4.72
C 3.12 -2.32 3.47
C 3.98 -1.31 3.03
C 3.74 -0.62 1.86
C 2.61 -0.85 1.02
N 2.34 -0.18 -0.11
C 2.83 1.05 -0.37
C 3.15 2.06 0.57
C 3.65 3.29 0.20
C 3.87 3.64 -1.14
C 4.38 4.99 -1.54
C 3.53 2.68 -2.09
C 3.03 1.44 -1.73
N 2.81 0.49 -2.77
C 3.71 0.08 -3.69
C 3.07 -0.79 -4.54
C 1.76 -0.85 -4.05
N 1.60 -0.08 -2.99
C 1.80 -1.93 1.46
C 2.05 -2.62 2.64
N 0.67 -2.38 0.70
C -0.53 -2.72 1.21
C -1.29 -3.21 0.18
C -0.44 -3.12 -0.93
N 0.74 -2.63 -0.61
H 3.94 -2.52 5.45
H 4.00 -4.00 4.51
H 2.47 -3.45 5.19
H 4.86 -1.07 3.62
H 4.44 0.14 1.56
H 2.97 1.86 1.62
H 3.87 4.02 0.97
H 4.71 5.56 -0.67
H 3.60 5.58 -2.05
H 5.22 4.91 -2.23
H 3.64 2.90 -3.14
H 4.73 0.43 -3.64
H 3.50 -1.31 -5.37
H 0.92 -1.42 -4.42
H 1.39 -3.44 2.90
H -0.74 -2.58 2.26
H -2.31 -3.56 0.22
H -0.64 -3.39 -1.96
S -3.66 2.82 -6.28
Sb -2.03 3.60 -4.77
S -2.93 2.68 -2.71
S -0.31 1.90 -4.93
N -6.61 -3.03 6.67
C -5.93 -2.52 5.89
C -5.08 -1.90 4.91
C -4.36 -0.76 5.25
C -3.54 -0.15 4.31
C -3.44 -0.69 3.03
C -4.16 -1.83 2.70
C -4.98 -2.43 3.63
N -2.61 -0.08 2.08
C -1.43 0.61 2.30
C -1.02 1.06 1.09
N -1.92 0.67 0.12
C -2.85 0.01 0.73
H -4.44 -0.34 6.24
H -2.99 0.74 4.56
H -4.05 -2.26 1.71
H -5.54 -3.32 3.38
H -0.98 0.66 3.28
H -0.15 1.63 0.85
H -3.72 -0.43 0.28
C -4.18 -0.85 -3.22
C -2.83 -0.57 -3.82
N -2.79 -0.35 -5.15
O -1.81 -0.55 -3.14
H -4.78 -1.49 -3.86
H -4.69 0.10 -3.08
H -4.03 -1.32 -2.25
H -3.65 -0.13 -5.64
H -1.95 0.11 -5.50
O -0.34 3.60 -0.41
C 0.00 4.29 -1.37
O -0.02 3.89 -2.58
H 0.28 5.34 -1.22
*
```

Atom charges from the Löwdin analysis, given in e for atoms 1 to 4:
1 Bi 1.304
2 C -0.079
3 C -0.313
4 C -0.076

---

C28H27IrN4O2 | wB97M-V/def2-TZVPD

**Kohn-Sham gap (alpha / beta)**: 5.23 / 5.39 eV
**E_HOMO (alpha / beta)**: -10.3 / -10.3 eV
**Total energy**: -42359.4402 eV
**LUMO level (alpha / beta)**: -5.07 / -4.91 eV
**Energy relative to the best compared isomer or geometry (same formula, charge and spin)**: 1.110 eV
**Expectation value of S²**: 1.17

ORCA input file:
```
! RIJCOSX wB97M-V def2-TZVPD def2/J DEFGRID3
* xyz 1 2
Ir -1.34 0.88 0.20
O 0.45 -4.56 3.92
C -0.10 -4.69 2.83
O -0.31 -5.57 1.99
C -0.72 -3.25 2.32
C -1.44 -3.20 1.14
C -1.84 -1.97 0.66
N -1.52 -0.85 1.33
C -0.83 -0.88 2.49
C -0.42 -2.09 3.02
C -0.55 0.43 3.08
C 0.09 0.60 4.30
C 0.28 1.88 4.80
C -0.18 2.97 4.06
C -0.78 2.72 2.84
N -0.95 1.50 2.36
C -2.54 -1.76 -0.61
C -3.03 -2.79 -1.39
C -3.68 -2.51 -2.58
C -3.82 -1.18 -2.97
C -3.30 -0.20 -2.16
N -2.67 -0.47 -1.01
H -1.65 -4.12 0.62
H 0.14 -2.17 3.94
H 0.43 -0.26 4.86
H 0.78 2.03 5.75
H -0.07 3.98 4.43
H -1.13 3.55 2.23
H -2.91 -3.82 -1.07
H -4.06 -3.31 -3.20
H -4.33 -0.92 -3.88
H -3.38 0.84 -2.43
C -0.85 3.11 -1.85
C 0.61 3.41 -1.52
C 0.82 3.83 -0.06
C 1.55 2.29 -1.89
C 2.62 2.56 -2.72
C 3.55 1.57 -3.05
C 3.41 0.28 -2.55
C 2.37 -0.07 -1.72
C 2.29 -1.50 -1.23
C 1.03 -2.21 -1.75
C 2.42 -1.62 0.30
C 1.39 0.95 -1.35
N 0.40 0.66 -0.55
H -1.45 4.02 -1.82
H -1.30 2.41 -1.11
H -0.95 2.64 -2.82
H 0.88 4.27 -2.14
H 0.59 3.00 0.60
H 0.19 4.69 0.19
H 1.86 4.11 0.11
H 2.73 3.56 -3.11
H 4.38 1.82 -3.69
H 4.15 -0.47 -2.82
H 3.15 -2.02 -1.67
H 0.14 -1.70 -1.39
H 1.01 -3.24 -1.40
H 1.00 -2.21 -2.84
H 1.61 -1.11 0.79
H 3.37 -1.19 0.63
H 2.41 -2.67 0.59
*
```

Atom charges from the Löwdin analysis, given in e for atoms 1 to 4:
1 Ir 1.289
2 O 0.003
3 C -0.660
4 O -0.001